--- P ---
13 unconnected molecules or ions with the total composition H26O13. Source: the OMol25 dataset; level of theory: ωB97M-V/def2-TZVPD.

Calculated values
HOMO-LUMO gap = 9.3 eV
LUMO energy = -0.3 eV

The geometry in XYZ format:
```
39
H26O13, DFT ωB97M-V/def2-TZVPD
H 0.450 -0.337 1.033
H -0.843 -0.763 0.619
H -0.639 2.310 -3.036
H -1.354 2.979 -4.284
H -3.536 -0.300 -3.687
H -3.111 0.465 -2.530
H -1.495 -0.420 3.147
H -0.426 -1.178 2.172
H -1.111 -2.804 1.680
H -2.414 -3.624 1.661
H -2.908 2.572 -1.252
H -3.748 3.614 -2.072
H -1.594 -1.784 -2.304
H -0.603 -1.556 -1.140
H 1.872 -3.608 -2.398
H 1.536 -2.127 -2.255
H 0.859 3.129 1.757
H 1.914 2.938 0.690
H 1.149 -0.068 3.008
H 1.975 0.864 3.820
H 4.303 -3.835 -0.611
H 4.203 -2.732 0.545
H -1.203 2.592 0.525
H -1.905 3.728 1.195
H 3.737 0.153 1.308
H 4.284 -0.493 2.620
O -0.073 -0.447 0.223
O -0.600 3.094 -3.704
O -3.101 -0.505 -2.862
O -1.332 -1.101 2.392
O -1.805 -3.069 2.183
O -3.096 3.558 -1.431
O -0.718 -1.641 -2.086
O 1.326 -2.950 -1.973
O 1.124 2.554 1.062
O 1.952 0.430 2.946
O 3.817 -3.074 -0.320
O -1.155 3.156 1.310
O 4.269 0.279 2.047
```


--- Q ---
13 unconnected molecules or ions with the total composition H26O13. Source: the OMol25 dataset; level of theory: ωB97M-V/def2-TZVPD.

Calculated values
HOMO-LUMO gap = 10.9 eV
LUMO energy = 0.2 eV

The geometry in XYZ format:
```
39
H26O13, DFT ωB97M-V/def2-TZVPD
O 2.338 2.897 -1.295
H 2.436 2.365 -2.114
H 1.493 2.525 -1.007
O -3.339 0.316 -2.173
H -3.515 1.189 -2.583
H -2.586 0.344 -1.556
O 1.841 -0.883 -0.321
H 1.434 -1.631 0.181
H 2.797 -1.038 -0.544
O -0.103 1.293 2.435
H 0.251 1.840 1.733
H 0.603 0.798 2.821
O -2.434 3.175 0.470
H -3.135 2.505 0.479
H -1.851 2.919 1.243
O -0.895 -1.035 1.345
H -1.245 -0.543 0.611
H -0.207 -0.494 1.807
O 0.843 0.622 -2.156
H 0.142 0.399 -2.771
H 1.237 -0.192 -1.788
O 1.458 -3.415 1.064
H 0.562 -3.128 1.249
H 1.457 -4.215 0.567
O 2.258 1.836 1.347
H 2.815 1.838 2.104
H 2.527 2.309 0.577
O -1.216 0.910 -0.598
H -1.420 1.823 -0.546
H -0.285 0.922 -0.367
O -1.345 -3.566 0.806
H -2.258 -3.593 1.118
H -1.075 -2.776 0.330
O 1.797 -0.718 2.828
H 2.244 -0.235 2.125
H 1.858 -1.674 2.653
O -1.433 -1.082 -3.331
H -2.255 -0.639 -3.503
H -1.797 -1.966 -3.241
```


It is P that is the least stable of them.


--- P ---
13 unconnected molecules or ions with the total composition H26O13. Source: the OMol25 dataset; level of theory: ωB97M-V/def2-TZVPD.

Calculated values
HOMO-LUMO gap = 8.6 eV
LUMO energy = -0.8 eV

The geometry in XYZ format:
```
39
H26O13, DFT ωB97M-V/def2-TZVPD
O -1.533 -2.938 2.294
H -1.616 -3.034 1.318
H -2.049 -3.664 2.665
O 0.091 -0.149 -0.315
H -0.509 0.482 -0.747
H -0.490 -0.840 0.015
O -0.593 0.565 -4.160
H -0.356 -0.352 -3.974
H -1.551 0.550 -4.262
O -2.524 -0.386 1.537
H -2.034 -1.172 1.866
H -2.771 0.075 2.347
O 0.608 3.865 -0.664
H -0.077 3.547 -0.049
H 1.148 3.093 -0.865
O 1.754 1.225 1.697
H 1.381 0.603 1.061
H 2.615 0.861 1.922
O -1.344 3.367 1.402
H -2.140 3.872 1.598
H -1.663 2.621 0.862
O 1.893 1.199 -2.850
H 2.446 1.287 -3.634
H 1.107 0.720 -3.150
O 1.035 -1.865 2.735
H 0.319 -2.509 2.549
H 0.583 -1.045 2.974
O -1.383 -3.081 -0.447
H -0.706 -2.820 -1.083
H -2.178 -3.236 -0.973
O -2.417 1.412 -0.559
H -2.620 0.546 -0.131
H -3.147 1.566 -1.169
O 3.262 -1.994 0.904
H 3.045 -2.673 0.260
H 2.544 -2.028 1.566
O 3.557 1.039 -0.718
H 3.534 0.088 -0.543
H 2.776 1.202 -1.282
```


--- Q ---
13 unconnected molecules or ions with the total composition H26O13. Source: the OMol25 dataset; level of theory: ωB97M-V/def2-TZVPD.

Calculated values
HOMO-LUMO gap = 10.5 eV
LUMO energy = -0.4 eV

The geometry in XYZ format:
```
39
H26O13, DFT ωB97M-V/def2-TZVPD
H 0.462 0.790 1.402
H 0.298 0.224 0.011
H 3.243 3.096 -0.925
H 1.812 3.510 -0.778
H -1.613 -2.683 -0.104
H -2.431 -3.875 -0.005
H -1.741 0.034 3.384
H -0.762 1.154 3.613
H -1.951 1.629 1.060
H -0.614 2.169 0.550
H 1.499 2.160 6.598
H 1.567 3.059 5.464
H 1.886 -1.001 -3.057
H 1.443 -1.100 -1.555
H -4.867 -0.650 0.745
H -3.625 0.100 1.351
H 0.439 0.987 -4.571
H 0.173 1.006 -3.015
H 4.165 -0.589 -0.605
H 4.422 0.800 -0.228
H -0.386 -2.189 -3.479
H -1.570 -2.599 -2.597
H 1.812 -3.724 0.615
H 1.010 -2.648 -0.007
H -1.674 -0.232 -1.379
H -2.630 0.830 -2.059
O 0.449 -0.032 0.943
O 2.747 3.774 -0.616
O -1.609 -3.561 -0.505
O -1.566 0.952 3.294
O -1.204 2.208 1.235
O 1.364 2.139 5.578
O 2.171 -1.003 -2.198
O -3.967 -0.546 0.699
O -0.160 1.283 -3.913
O 3.868 0.107 0.077
O -1.351 -2.075 -3.323
O 1.485 -3.517 -0.255
O -2.594 0.014 -1.444
```


--- R ---
13 unconnected molecules or ions with the total composition H26O13. Source: the OMol25 dataset; level of theory: ωB97M-V/def2-TZVPD.

Calculated values
HOMO-LUMO gap = 9.4 eV
LUMO energy = -0.5 eV

The geometry in XYZ format:
```
39
H26O13, DFT ωB97M-V/def2-TZVPD
O 6.269 -31.885 -1.418
H 6.784 -32.572 -1.839
H 5.715 -31.537 -2.117
O 5.463 -24.641 -4.208
H 5.562 -25.361 -4.830
H 4.548 -24.375 -4.291
O 8.916 -29.672 -2.855
H 9.555 -29.124 -2.401
H 8.092 -29.190 -2.782
O 5.491 -26.576 -6.018
H 6.287 -26.619 -6.547
H 5.094 -27.443 -6.111
O 5.459 -28.801 -3.427
H 5.134 -27.905 -3.345
H 4.732 -29.286 -3.817
O 7.069 -29.436 -6.021
H 6.944 -30.088 -6.711
H 6.248 -28.945 -6.005
O 5.987 -31.288 -4.339
H 6.534 -30.535 -4.563
H 5.962 -31.813 -5.139
O 7.913 -26.454 -3.010
H 7.079 -25.993 -2.913
H 8.555 -25.880 -2.593
O 5.573 -29.428 -0.723
H 5.592 -29.147 -1.638
H 5.989 -30.290 -0.728
O 4.239 -28.997 -6.521
H 3.875 -29.861 -6.330
H 4.412 -29.011 -7.462
O 3.358 -31.263 -5.233
H 3.852 -32.067 -5.391
H 3.265 -31.221 -4.281
O 2.248 -27.238 -5.405
H 2.862 -27.535 -4.734
H 2.531 -27.683 -6.204
O 3.830 -26.697 -2.784
H 4.505 -26.039 -2.949
H 3.193 -26.254 -2.224
```


It is Q that is the least stable of them.


--- P ---
A single C4H6ClNOS molecule. Source: the OMol25 dataset; level of theory: ωB97M-V/def2-TZVPD.

Calculated values
SMILES = C=C(CCl)N(O)C=S
HOMO-LUMO gap = 8.7 eV
LUMO energy = -0.1 eV

The geometry in XYZ format:
```
14
C4H6ClNOS, DFT ωB97M-V/def2-TZVPD
C 0.243 1.951 -0.105
C 0.486 -0.546 0.344
C 1.806 -0.783 0.532
C -0.339 -1.731 0.669
H -1.971 -0.040 0.333
H -0.491 2.772 0.545
H 1.986 -1.805 0.669
H 2.466 0.088 0.435
H -1.161 -1.411 1.412
H 0.137 -2.588 1.035
N -0.142 0.656 0.169
O -1.438 0.551 0.847
S 1.561 2.396 -0.872
Cl -1.566 -2.218 -0.417
```


--- Q ---
A molecular structure, C4H6ClNOS. Source: the OMol25 dataset; level of theory: ωB97M-V/def2-TZVPD.

Calculated values
HOMO-LUMO gap = 9.1 eV
LUMO energy = 0.5 eV

The geometry in XYZ format:
```
14
C4H6ClNOS, DFT ωB97M-V/def2-TZVPD
C 0.306 0.062 0.381
C -0.102 -1.402 0.723
C 0.840 2.300 1.313
C 1.478 2.883 0.214
H 0.271 0.484 -3.118
H 0.215 -1.537 1.701
H 0.049 -2.231 -0.087
H 0.406 2.786 2.348
H 1.208 4.267 0.185
H 1.975 2.259 -0.670
N 0.290 0.375 -0.819
O 0.756 0.757 1.413
S 0.196 -0.729 -2.107
Cl -1.793 -1.536 0.706
```


It is Q that is the least stable of them.


--- P ---
A molecular structure, C14H28O28S7. Source: the OMol25 dataset; level of theory: ωB97M-V/def2-TZVPD.

Calculated values
HOMO-LUMO gap = 11.4 eV
LUMO energy = 0.1 eV

The geometry in XYZ format:
```
77
C14H28O28S7, DFT ωB97M-V/def2-TZVPD
C -1.993 4.964 2.296
C -1.311 3.685 2.878
O 0.090 4.058 3.053
S 0.437 5.432 2.338
O 0.872 5.006 1.041
O 1.241 6.237 3.136
O -0.994 6.021 2.106
H -2.774 5.327 2.986
H -2.393 4.631 1.307
H -1.298 2.860 2.177
H -1.696 3.547 3.895
C -1.823 -1.249 3.368
C -3.052 -1.831 3.997
O -3.389 -1.005 5.135
S -2.236 0.126 5.310
O -1.775 0.112 6.643
O -2.661 1.360 4.675
O -1.131 -0.594 4.440
H -1.966 -0.511 2.483
H -1.066 -1.974 3.039
H -2.855 -2.781 4.375
H -3.830 -1.851 3.236
C -0.339 -3.490 0.051
C -0.595 -4.882 -0.477
O -2.037 -5.175 -0.407
S -2.662 -3.905 0.315
O -2.520 -4.059 1.729
O -3.961 -3.706 -0.197
O -1.654 -2.851 -0.246
H 0.365 -2.928 -0.555
H -0.115 -3.457 1.101
H -0.093 -5.782 -0.075
H -0.410 -4.743 -1.529
C -1.651 0.451 -4.438
C -1.757 1.907 -4.054
O -0.381 2.342 -4.180
S 0.367 1.577 -5.362
O 1.591 1.062 -4.837
O 0.384 2.314 -6.550
O -0.685 0.387 -5.511
H -2.538 0.089 -4.929
H -1.349 -0.233 -3.604
H -2.002 2.000 -3.041
H -2.371 2.462 -4.717
C 1.876 -0.349 3.097
C 2.389 1.047 2.751
O 3.191 0.778 1.592
S 2.890 -0.756 0.960
O 4.042 -1.581 1.237
O 2.398 -0.672 -0.414
O 1.586 -1.047 1.836
H 0.936 -0.191 3.595
H 2.562 -0.991 3.616
H 3.013 1.405 3.552
H 1.466 1.579 2.508
C 1.972 2.681 -0.604
C 1.387 2.462 -2.020
O 0.246 1.588 -1.825
S -0.396 1.820 -0.441
O -0.949 0.554 -0.017
O -1.362 2.872 -0.411
O 0.916 2.174 0.289
H 2.017 3.734 -0.403
H 2.958 2.206 -0.314
H 2.048 2.163 -2.818
H 0.899 3.392 -2.305
C 2.823 -2.296 -3.410
C 1.321 -2.507 -3.440
O 1.118 -3.779 -2.725
S 2.406 -4.736 -2.983
O 2.174 -5.643 -4.059
O 2.828 -5.201 -1.693
O 3.463 -3.614 -3.460
H 3.050 -1.912 -2.456
H 3.075 -1.738 -4.315
H 0.882 -2.599 -4.434
H 0.792 -1.791 -2.886
```


--- Q ---
7 unconnected molecules or ions with the total composition C14H28O28S7. Source: the OMol25 dataset; level of theory: ωB97M-V/def2-TZVPD.

Calculated values
SMILES = O=S1(=O)OCCO1.O=S1(=O)OCCO1.O=S1(=O)OCCO1.O=S1(=O)OCCO1.O=S1(=O)OCCO1.O=S1(=O)OCCO1.O=S1(=O)OCCO1
HOMO-LUMO gap = 11.2 eV
LUMO energy = 0.1 eV

The geometry in XYZ format:
```
77
C14H28O28S7, DFT ωB97M-V/def2-TZVPD
C -5.987 3.598 1.487
C -7.380 3.929 0.941
O -8.107 3.797 2.195
S -7.554 2.625 3.286
O -8.390 1.430 3.265
O -7.270 3.257 4.569
O -6.157 2.543 2.347
H -5.459 4.436 1.944
H -5.357 3.232 0.676
H -7.900 3.326 0.197
H -7.346 4.914 0.475
C -9.563 3.779 -8.670
C -10.051 3.559 -7.263
O -9.167 4.131 -6.356
S -8.090 5.144 -7.115
O -6.715 4.951 -6.692
O -8.697 6.497 -7.140
O -8.289 4.323 -8.520
H -10.205 4.436 -9.256
H -9.413 2.845 -9.211
H -10.000 2.496 -7.025
H -11.099 3.785 -7.067
C 3.290 2.720 -1.481
C 2.622 1.306 -1.213
O 1.194 1.531 -1.186
S 0.785 3.028 -1.860
O 0.448 4.034 -0.857
O -0.037 2.983 -3.091
O 2.366 3.326 -2.331
H 4.326 2.593 -1.793
H 3.439 3.357 -0.609
H 2.912 0.867 -0.258
H 2.881 0.584 -1.986
C 9.071 -6.733 -0.907
C 9.089 -6.263 -2.353
O 7.725 -5.881 -2.508
S 7.187 -5.013 -1.185
O 5.763 -5.034 -1.085
O 7.765 -3.673 -0.981
O 7.900 -6.231 -0.347
H 9.877 -6.184 -0.420
H 9.210 -7.747 -0.533
H 9.295 -7.137 -2.972
H 9.596 -5.303 -2.451
C -6.174 -2.047 -2.620
C -4.926 -2.773 -2.063
O -3.864 -2.349 -2.926
S -4.345 -2.239 -4.466
O -4.645 -3.538 -5.040
O -3.618 -1.172 -5.147
O -5.821 -1.598 -3.923
H -6.484 -1.232 -1.966
H -7.002 -2.757 -2.632
H -5.062 -3.854 -2.103
H -4.761 -2.425 -1.044
C -0.649 0.167 7.211
C 0.639 -0.294 6.473
O 1.001 -1.406 7.259
S 0.877 -1.031 8.890
O 2.051 -0.351 9.436
O 0.213 -2.157 9.565
O -0.356 0.042 8.558
H -1.472 -0.546 7.157
H -0.859 1.201 6.940
H 1.435 0.445 6.563
H 0.399 -0.456 5.422
C 11.373 -1.052 3.403
C 10.998 -2.180 4.397
O 9.623 -2.105 4.680
S 9.099 -0.546 4.595
O 9.443 0.074 5.873
O 7.745 -0.560 4.037
O 10.319 -0.178 3.488
H 11.504 -1.376 2.371
H 12.256 -0.508 3.739
H 11.583 -2.218 5.316
H 10.972 -3.147 3.896
```


It is Q that is the least stable of them.